Formula: C27H36N4O4
Source: OMol25
Level of theory: ωB97M-V with the def2-TZVPD basis set

Output
charge = 0
total energy = -42729.12930 eV
LUMO level = -0.066 hartree
largest force on an atom = 3.879 eV/Å
Kohn-Sham gap = 5.619 eV
HOMO = -0.272 Ha

Geometry (Å):
C -1.873 -3.058 1.095
H 3.666 4.302 -3.331
H 2.193 4.015 5.962
H 1.436 -0.262 -5.057
O -1.209 -0.796 4.397
C 0.026 -1.287 -0.657
H 0.732 3.088 6.322
H -4.044 -0.750 3.691
C 2.252 0.713 -0.880
C -3.129 -3.060 -0.998
H -0.143 0.054 -4.272
H 3.250 4.695 -1.652
H 2.911 -0.981 0.324
C 1.451 0.402 3.514
C -0.632 -2.803 1.868
C 2.911 1.938 -0.984
C 2.965 2.625 -2.199
H -6.209 -3.957 1.645
N 0.756 -0.974 -1.780
O -2.582 0.697 3.357
C -1.468 -0.006 3.507
H 2.684 0.541 1.215
C 3.696 3.931 -2.303
H 0.725 1.341 -5.097
H -0.866 -2.478 2.887
H -3.373 -0.005 5.180
H 0.385 -1.715 -3.735
C -3.333 -2.715 -2.442
N -0.791 -2.323 -0.988
H -4.414 -2.657 -2.629
H -5.577 -5.550 1.230
H -5.108 -4.786 2.765
C -5.317 -4.595 1.709
H 2.378 2.581 -4.262
H -4.478 2.103 4.727
H 0.234 -3.971 -1.866
H 4.746 3.827 -2.003
H -5.092 -3.919 -0.892
H 2.555 1.595 5.532
H -2.902 -1.752 -2.734
H 0.835 4.058 4.827
C -3.705 0.189 4.153
O 2.548 -0.111 3.638
O 0.981 1.482 4.151
H -2.909 -3.845 2.808
H 1.715 -2.519 -2.887
C 0.855 0.456 -4.460
C 2.308 -0.062 0.385
H 3.390 2.357 -0.095
C 1.580 0.878 -3.219
N -0.594 0.278 2.368
C -4.189 -3.668 -0.328
H -4.972 1.596 3.095
N 0.558 -0.168 2.571
C -0.265 -3.042 -2.174
H 1.272 -0.382 0.626
H -2.964 -3.500 -3.118
C 0.720 -2.072 -2.763
C 1.529 0.195 -1.977
H -1.069 -3.287 -2.862
C 2.323 2.060 -3.304
H -0.064 -2.002 1.379
C -4.777 1.247 4.113
H 2.756 2.594 4.060
H 0.017 -3.688 1.942
C 1.397 3.415 5.516
H -5.699 0.841 4.530
C -2.974 -3.633 1.739
C 2.034 2.245 4.816
C -1.937 -2.787 -0.288
C -4.138 -3.955 1.035